#w
The following is a DFT calculation (ωB97M-V/def2-TZVPD) of C38H29Br2F3InN5O3P2S2 as an isolated structure.

Element x y z (Å)
In -0.54 -0.70 -0.68
N 1.80 1.26 0.06
P 1.03 0.45 1.35
C 0.38 1.74 2.44
C -0.99 1.93 2.54
C -1.49 2.96 3.33
C -0.62 3.80 4.01
C 0.75 3.61 3.91
C 1.26 2.58 3.14
C 2.36 -0.28 2.32
C 3.63 -0.50 1.79
C 4.63 -1.05 2.58
C 4.36 -1.39 3.90
C 3.09 -1.18 4.43
C 2.10 -0.63 3.65
P 1.20 1.00 -1.49
C 0.59 2.57 -2.10
C 0.00 3.46 -1.20
C -0.53 4.66 -1.66
C -0.47 4.95 -3.02
C 0.11 4.06 -3.91
C 0.65 2.87 -3.45
C 2.47 0.38 -2.58
C 3.81 0.73 -2.39
C 4.77 0.23 -3.25
C 4.39 -0.62 -4.29
C 3.06 -0.96 -4.48
C 2.10 -0.47 -3.61
H 2.40 2.06 0.24
H -1.68 1.27 2.02
H -2.56 3.10 3.43
H -1.01 4.60 4.63
H 1.43 4.26 4.45
H 2.33 2.42 3.09
H 3.84 -0.24 0.76
H 5.62 -1.20 2.18
H 5.14 -1.82 4.52
H 2.89 -1.44 5.46
H 1.12 -0.44 4.08
H -0.03 3.24 -0.13
H -0.97 5.36 -0.97
H -0.88 5.89 -3.38
H 0.16 4.30 -4.97
H 1.11 2.18 -4.15
H 4.11 1.39 -1.59
H 5.81 0.49 -3.12
H 5.15 -1.01 -4.96
H 2.77 -1.62 -5.28
H 1.06 -0.75 -3.75
S -6.94 -2.14 3.21
N -5.65 -3.07 2.95
C -4.81 -2.36 2.21
C -3.51 -2.81 1.74
C -3.01 -4.09 1.98
C -1.78 -4.43 1.45
C -1.08 -3.49 0.71
N -1.54 -2.27 0.51
C -2.75 -1.92 0.99
C -3.27 -0.59 0.64
N -2.50 0.19 -0.14
C -2.95 1.37 -0.57
C -4.20 1.85 -0.19
C -4.99 1.08 0.63
C -4.53 -0.17 1.06
C -5.30 -1.08 1.88
N -6.51 -0.83 2.37
H -3.59 -4.79 2.56
H -1.36 -5.42 1.59
H -0.13 -3.73 0.26
H -2.31 1.93 -1.23
H -4.54 2.81 -0.56
H -5.98 1.41 0.94
Br 2.37 -2.57 -0.81
C 3.14 -3.89 0.39
Br 2.07 -4.25 1.93
H 4.10 -3.50 0.71
H 3.24 -4.80 -0.19
F -1.55 -3.54 -4.84
C -1.60 -2.23 -4.74
F -0.47 -1.70 -5.21
F -2.62 -1.76 -5.43
S -1.82 -1.76 -2.97
O -3.05 -2.34 -2.55
O -1.71 -0.30 -2.89
O -0.60 -2.29 -2.28

The LUMO energy comes out at -5.96 eV. The value obtained for the HOMO energy is -0.50945 Ha. The molecular weight comes out at 1061.4 g mol⁻¹. Its frontier orbital gap is 0.2904 hartree. The total charge is +2.



#x
The following is a DFT calculation (ωB97M-V/def2-TZVPD) of C38H29Br2F3InN5O3P2S2 as an isolated structure.

Element x y z (Å)
In 0.42 -0.10 -1.08
N -1.20 1.59 0.97
P 0.34 1.05 1.45
C 0.15 -0.14 2.78
C 0.78 -1.38 2.69
C 0.62 -2.32 3.70
C -0.18 -2.03 4.79
C -0.81 -0.79 4.90
C -0.64 0.15 3.90
C 1.07 2.50 2.23
C 0.76 3.78 1.78
C 1.35 4.88 2.38
C 2.27 4.71 3.41
C 2.59 3.43 3.85
C 1.99 2.33 3.27
P -1.82 1.00 -0.47
C -3.09 -0.20 -0.09
C -3.22 -0.74 1.19
C -4.13 -1.75 1.42
C -4.90 -2.25 0.38
C -4.77 -1.72 -0.90
C -3.87 -0.70 -1.14
C -2.57 2.31 -1.42
C -3.84 2.78 -1.07
C -4.40 3.83 -1.78
C -3.71 4.40 -2.84
C -2.45 3.92 -3.20
C -1.88 2.88 -2.49
H -1.76 2.18 1.58
H 1.42 -1.60 1.84
H 1.12 -3.28 3.63
H -0.31 -2.77 5.57
H -1.42 -0.57 5.76
H -1.11 1.13 4.00
H 0.05 3.93 0.97
H 1.09 5.88 2.05
H 2.73 5.57 3.88
H 3.29 3.30 4.66
H 2.23 1.33 3.63
H -2.61 -0.36 2.00
H -4.24 -2.16 2.42
H -5.61 -3.04 0.56
H -5.38 -2.10 -1.71
H -3.76 -0.29 -2.14
H -4.39 2.31 -0.26
H -5.38 4.20 -1.51
H -4.15 5.21 -3.40
H -1.93 4.35 -4.04
H -0.92 2.48 -2.80
S 4.54 -6.44 0.09
N 5.01 -4.98 -0.38
C 3.91 -4.24 -0.46
C 3.86 -2.85 -0.86
C 4.99 -2.12 -1.28
C 4.83 -0.82 -1.68
C 3.56 -0.24 -1.63
N 2.50 -0.91 -1.20
C 2.63 -2.21 -0.85
C 1.40 -2.94 -0.51
N 0.23 -2.28 -0.61
C -0.91 -2.92 -0.41
C -0.95 -4.27 -0.05
C 0.23 -4.96 0.08
C 1.44 -4.29 -0.17
C 2.73 -4.94 -0.12
N 2.95 -6.20 0.22
H 5.95 -2.61 -1.30
H 5.66 -0.23 -2.04
H 3.40 0.78 -1.95
H -1.82 -2.36 -0.55
H -1.90 -4.75 0.11
H 0.25 -6.00 0.35
Br 1.67 2.99 -1.63
C 3.13 3.86 -0.69
Br 4.21 2.65 0.33
H 2.69 4.58 -0.02
H 3.75 4.32 -1.45
F 0.14 0.49 -6.10
C -0.83 0.04 -5.32
F -1.59 1.06 -4.92
F -1.57 -0.83 -5.98
S -0.11 -0.80 -3.85
O 0.70 -1.87 -4.31
O -1.22 -1.10 -2.95
O 0.69 0.31 -3.19

The LUMO energy comes out at -5.96 eV. The value obtained for the HOMO energy is -0.51324 Ha. The molecular weight comes out at 1061.4 g mol⁻¹. Its frontier orbital gap is 0.2942 hartree. The total charge is +2.



On energetic grounds, #x is preferred over the next structure by 0.0071 hartree.



#w
The following is a DFT calculation (ωB97M-V/def2-TZVPD) of an isolated ion of composition C4H8NO2 and charge -1.

Element x y z (Å)
N 1.24 0.76 -1.05
C 0.57 -0.15 0.01
C 0.25 -1.51 -1.01
O -0.76 -1.57 -1.83
C -0.54 0.82 0.56
C -1.28 0.34 1.81
O -1.00 0.83 2.92
H 0.63 0.95 -1.89
H 1.45 1.75 -0.76
H 1.36 -0.55 0.74
H 0.15 -2.28 -0.20
H 1.15 -1.81 -1.55
H 0.01 1.74 0.81
H -1.10 0.93 -0.32
H -2.15 -0.27 1.75

The LUMO energy comes out at 3.91 eV. The value obtained for the HOMO energy is -0.09203 Ha. The molecular weight comes out at 102.1 g mol⁻¹. The SMILES is N[C@H](C[O-])CC=O. Its frontier orbital gap is 0.2357 hartree. The total charge is -1.



#x
The following is a DFT calculation (ωB97M-V/def2-TZVPD) of a 2-piece molecular cluster, C4H8NO2 overall.

Element x y z (Å)
C -0.09 2.87 -0.45
O 0.83 3.80 -0.49
C 0.96 -1.89 0.97
C 0.52 -1.46 -0.24
C -0.94 -1.10 -0.30
O -1.31 -0.80 -1.57
N 0.13 -2.07 2.07
H -0.83 2.97 0.42
H 0.35 1.81 -0.21
H 2.08 -1.95 1.03
H -1.27 -2.03 0.17
H 1.06 -1.26 -1.17
H -1.15 -0.27 0.35
H -0.70 2.72 -1.39
H 0.69 -1.94 2.90

The LUMO energy comes out at 0.32 eV. The value obtained for the HOMO energy is -0.10237 Ha. The molecular weight comes out at 102.1 g mol⁻¹. Its frontier orbital gap is 0.1140 hartree. The total charge is -1.



On energetic grounds, #w is preferred over the next structure by 0.1732 hartree.



#w
The following is a DFT calculation (ωB97M-V/def2-TZVPD) of C5H15N3O2Rb as an isolated structure.

Element x y z (Å)
Rb -16.77 8.53 -22.45
C -11.25 9.73 -18.90
O -12.26 9.78 -19.65
N -10.50 10.82 -18.92
N -10.88 8.64 -18.30
H -10.81 11.62 -19.44
H -9.57 10.76 -18.52
H -11.48 7.84 -18.17
H -9.97 8.66 -17.86
C -12.14 4.60 -26.45
C -12.20 5.41 -25.20
C -10.89 5.47 -24.43
O -9.58 5.48 -25.15
C -9.20 6.73 -25.72
N -12.69 6.71 -25.57
H -11.54 5.02 -27.25
H -13.11 4.30 -26.84
H -11.77 3.59 -26.27
H -12.95 4.87 -24.63
H -10.80 4.56 -23.84
H -11.00 6.29 -23.72
H -9.36 7.50 -24.97
H -9.72 6.84 -26.67
H -8.18 6.90 -26.07
H -13.41 6.62 -26.27
H -11.92 7.18 -26.01

The LUMO energy comes out at -4.07 eV. The value obtained for the HOMO energy is -0.42454 Ha. The molecular weight comes out at 234.7 g mol⁻¹. Its frontier orbital gap is 0.2750 hartree. The total charge is +1.



#x
The following is a DFT calculation (ωB97M-V/def2-TZVPD) of C5H15N3O2Rb as an isolated structure.

Element x y z (Å)
Rb 0.97 2.71 -0.02
C -1.22 1.02 -2.96
O -0.73 1.67 -2.02
N -0.96 -0.31 -3.14
N -2.01 1.61 -3.89
H -0.62 -0.88 -2.38
H -1.31 -0.75 -3.96
H -2.55 1.08 -4.55
H -2.12 2.61 -3.84
C -0.84 -0.60 1.09
C 0.05 -0.09 2.20
C 1.54 -0.10 1.90
O 2.14 -1.35 1.95
C 2.21 -2.06 0.72
N -0.34 1.31 2.55
H -0.58 -1.62 0.78
H -0.79 0.03 0.19
H -1.89 -0.68 1.38
H -0.12 -0.71 3.08
H 2.02 0.53 2.67
H 1.76 0.49 1.00
H 3.24 -2.10 0.37
H 1.61 -1.57 -0.06
H 1.84 -3.08 0.84
H 0.03 1.49 3.47
H -1.35 1.35 2.64

The LUMO energy comes out at -3.01 eV. The value obtained for the HOMO energy is -0.46955 Ha. The molecular weight comes out at 234.7 g mol⁻¹. Its frontier orbital gap is 0.3590 hartree. The total charge is +1.



On energetic grounds, #x is preferred over the next structure by 0.0825 hartree.



#w
The following is a DFT calculation (ωB97M-V/def2-TZVPD) of an isolated ion of composition C6H12NS and charge +1.

Element x y z (Å)
C 0.05 -2.04 0.27
C 0.99 -2.49 -0.38
C -0.78 -1.47 1.30
C -1.11 0.08 1.26
C 0.07 0.96 0.89
C -0.50 1.07 -1.49
N 0.14 1.79 -0.36
S 0.64 0.12 -2.42
H 1.09 -0.84 -1.50
H 1.78 -2.90 -0.94
H -1.57 -2.12 1.34
H -0.19 -1.43 2.32
H -1.92 0.31 0.59
H -1.43 0.24 2.22
H 0.27 1.60 1.63
H 0.85 0.20 0.67
H -0.91 1.73 -2.10
H -0.42 2.61 -0.15
H 1.05 2.11 -0.71
H 1.91 0.48 -2.44

The LUMO energy comes out at -3.29 eV. The value obtained for the HOMO energy is -0.47160 Ha. The molecular weight comes out at 130.2 g mol⁻¹. Its frontier orbital gap is 0.3508 hartree. The total charge is +1.



#x
The following is a DFT calculation (ωB97M-V/def2-TZVPD) of an isolated ion of composition C6H12NS and charge +1.

Element x y z (Å)
C -0.14 0.34 1.18
C -0.49 1.33 0.11
C 0.73 -0.08 -2.07
C -1.94 1.32 -0.40
C 0.02 -1.28 -1.72
C 1.62 -0.93 2.34
N 1.04 -0.04 1.35
S 0.84 1.35 -1.23
H -0.93 -0.07 1.90
H -0.39 2.30 0.42
H 1.46 -0.06 -2.85
H -1.98 0.48 -1.08
H -2.22 2.08 -1.13
H -2.55 1.36 0.56
H -0.20 -1.06 -0.71
H 0.56 -2.28 -1.97
H -0.83 -1.37 -2.42
H 1.72 -0.41 3.18
H 2.67 -1.31 2.07
H 0.97 -1.69 2.51

The LUMO energy comes out at -5.65 eV. The value obtained for the HOMO energy is -0.48613 Ha. The molecular weight comes out at 130.2 g mol⁻¹. Its frontier orbital gap is 0.2784 hartree. The total charge is +1.



On energetic grounds, #x is preferred over the next structure by 0.1097 hartree.



#w
The following is a DFT calculation (ωB97M-V/def2-TZVPD) of a 2-piece molecular cluster, C2H4NP overall.

Element x y z (Å)
C 4.35 0.57 -0.43
C 3.21 -0.21 -0.69
N 3.18 0.51 0.37
H 2.59 -0.95 -1.25
P -1.40 0.43 0.63
H -1.51 -0.90 0.90
H -1.98 0.82 1.79
H -2.74 0.44 0.16

The LUMO energy comes out at 0.51 eV. The value obtained for the HOMO energy is -0.37168 Ha. The molecular weight comes out at 73.0 g mol⁻¹. The SMILES is C1=CN=1.P. Its frontier orbital gap is 0.3904 hartree. The total charge is 0.



#x
The following is a DFT calculation (ωB97M-V/def2-TZVPD) of C2H4NP as an isolated structure.

Element x y z (Å)
C -0.20 -0.66 0.02
C -0.39 0.86 -0.09
N 1.18 -0.95 -0.21
P 1.82 0.45 0.04
H -0.25 -0.80 1.20
H -0.74 -1.38 -0.59
H -0.49 1.25 -1.12
H -0.92 1.23 0.75

The LUMO energy comes out at -0.27 eV. The value obtained for the HOMO energy is -0.31854 Ha. The molecular weight comes out at 73.0 g mol⁻¹. Its frontier orbital gap is 0.3087 hartree. The total charge is 0.



On energetic grounds, #x is preferred over the next structure by 0.0766 hartree.